i.
C3H6O2S2 | wB97M-V/def2-TZVPD

Values from the calculation:
HOMO level = -0.345 hartree
E_LUMO = 0.24 eV
M = 138.2 g mol⁻¹
gap between HOMO and LUMO = 9.625 eV

Structure (ORCA input):
```
! wB97M-V def2-TZVPD RIJCOSX def2/J DEFGRID3
* xyz 0 1
C 1.018 -0.102 0.755
C -0.408 0.321 0.471
C -1.151 -0.922 -0.096
H 2.752 0.834 -1.115
H 1.081 -1.083 1.382
H 1.300 0.676 1.510
H -1.001 0.543 1.329
H 0.681 1.449 -1.257
H -2.865 -0.080 -0.936
O -2.522 -0.909 -0.560
O -0.507 -1.981 -0.397
S 2.211 -0.496 -0.631
S -0.590 1.748 -0.455
*
```

---

ii.
C3H6O2S2 | wB97M-V/def2-TZVPD

Values from the calculation:
HOMO level = -0.298 hartree
E_LUMO = 0.50 eV
M = 138.2 g mol⁻¹
gap between HOMO and LUMO = 8.604 eV

Structure (ORCA input):
```
! wB97M-V def2-TZVPD RIJCOSX def2/J DEFGRID3
* xyz 0 1
C 0.754 0.471 0.269
C 1.715 -0.717 0.213
O 2.683 -0.572 1.156
O 1.524 -1.711 -0.415
C -0.681 0.042 0.133
S -1.535 0.841 -1.250
S -3.534 0.347 -1.235
H 1.008 1.011 1.175
H 1.051 1.143 -0.547
H 2.886 -1.445 1.524
H -1.288 0.305 1.006
H -0.843 -1.035 0.102
H -3.741 1.320 -2.131
*
```

---

It is ii that is most stable; the runner-up trails by 1.579 eV.

---

i.
C8H16AlO14P2 | wB97M-V/def2-TZVPD

Values from the calculation:
HOMO level = 0.114 hartree
E_LUMO = 4.66 eV
M = 425.1 g mol⁻¹
gap between HOMO and LUMO = 1.561 eV

Structure (ORCA input):
```
! wB97M-V def2-TZVPD RIJCOSX def2/J DEFGRID3
* xyz -3 1
Al -2.881 1.137 0.825
P 0.149 -0.175 -4.331
O -0.383 0.458 -5.587
O 0.411 0.929 -3.276
O 1.342 -1.009 -4.913
O -1.188 -0.873 -4.035
P -5.642 3.932 -3.691
O -4.978 3.781 -5.149
O -7.118 4.537 -3.524
O -4.549 4.450 -2.679
O -5.613 2.429 -3.371
C 0.641 -6.971 -0.745
C -0.627 -6.122 -0.703
O -1.462 -6.792 0.191
C -2.430 -6.208 0.784
O -2.793 -5.023 0.714
O -3.076 -7.204 1.471
C -4.055 -6.955 2.405
H 0.981 -7.089 0.284
H 1.413 -6.459 -1.320
H 0.388 -7.944 -1.166
H -1.054 -5.936 -1.689
H -0.393 -5.132 -0.311
H -5.028 -7.174 1.966
H -4.021 -5.943 2.808
H -3.882 -7.652 3.224
C 5.250 6.199 -0.039
C 4.032 5.663 0.640
O 4.221 5.386 1.968
C 3.186 4.909 2.682
O 2.064 4.635 2.247
O 3.514 4.971 3.920
C 2.632 4.374 4.912
H 5.608 7.111 0.440
H 4.974 6.587 -1.020
H 6.106 5.530 -0.128
H 3.825 4.701 0.172
H 3.148 6.263 0.427
H 2.517 3.296 4.801
H 1.650 4.848 4.919
H 3.121 4.534 5.873
*
```

---

ii.
C8H16AlO14P2 | wB97M-V/def2-TZVPD

Values from the calculation:
HOMO level = 0.122 hartree
E_LUMO = 5.60 eV
M = 425.1 g mol⁻¹
gap between HOMO and LUMO = 2.283 eV

Structure (ORCA input):
```
! wB97M-V def2-TZVPD RIJCOSX def2/J DEFGRID3
* xyz -3 1
Al 19.651 0.075 17.927
P 20.716 0.510 21.355
O 22.004 1.349 21.486
O 19.726 1.347 20.511
O 20.491 0.375 22.828
O 21.341 -0.575 20.527
P 22.809 1.714 17.801
O 23.351 2.020 19.204
O 23.864 1.964 16.672
O 21.346 2.422 17.730
O 22.458 0.226 18.141
C 16.608 2.478 12.486
C 17.503 1.534 13.348
O 18.767 2.151 13.332
C 19.653 2.040 14.245
O 19.525 1.595 15.372
O 20.875 2.389 13.692
C 21.988 2.529 14.519
H 15.570 2.176 12.622
H 16.820 2.377 11.421
H 16.621 3.526 12.786
H 17.505 0.469 13.113
H 17.107 1.529 14.363
H 22.372 1.530 14.727
H 21.753 3.086 15.427
H 22.742 3.048 13.926
C 15.817 -4.984 18.170
C 16.768 -3.814 18.450
O 16.600 -3.371 19.776
C 17.397 -2.428 20.306
O 18.230 -1.787 19.687
O 17.104 -2.315 21.639
C 17.998 -1.586 22.477
H 14.860 -4.589 17.831
H 15.624 -5.637 19.021
H 16.142 -5.557 17.301
H 16.482 -3.075 17.701
H 17.770 -4.171 18.216
H 17.735 -1.725 23.526
H 17.883 -0.511 22.342
H 19.058 -1.748 22.284
*
```

---

It is ii that is most stable; the runner-up trails by 3.600 eV.

---

i.
C5H16N3 | wB97M-V/def2-TZVPD

Values from the calculation:
HOMO level = -0.435 hartree
E_LUMO = -3.56 eV
M = 118.2 g mol⁻¹
gap between HOMO and LUMO = 8.268 eV

Structure (ORCA input):
```
! wB97M-V def2-TZVPD RIJCOSX def2/J DEFGRID3
* xyz 1 1
N 1.017 0.021 -2.501
C -0.386 -0.094 -1.892
C -1.031 1.237 -1.701
C -0.498 -0.898 -0.507
N 0.885 -0.507 0.128
C 0.887 0.119 1.455
C 0.078 -0.568 2.523
N -0.987 0.264 3.188
H 1.165 -0.686 -3.288
H 1.841 -0.053 -1.881
H 1.140 1.002 -3.059
H -0.954 -0.723 -2.610
H -0.293 1.898 -1.106
H -2.014 0.987 -1.297
H -1.250 1.716 -2.649
H -1.398 -0.892 0.200
H -0.483 -1.901 -0.863
H 1.458 -1.358 0.377
H 0.575 1.159 1.257
H 1.909 0.242 1.792
H 0.790 -1.002 3.337
H -0.390 -1.563 2.322
H -1.393 0.976 2.621
H -0.668 0.624 4.156
*
```

---

ii.
C5H16N3 | wB97M-V/def2-TZVPD

Values from the calculation:
HOMO level = -0.487 hartree
E_LUMO = -2.86 eV
M = 118.2 g mol⁻¹
gap between HOMO and LUMO = 10.383 eV

Structure (ORCA input):
```
! wB97M-V def2-TZVPD RIJCOSX def2/J DEFGRID3
* xyz 1 1
C -2.976 -0.103 1.177
C -1.939 0.663 1.996
C -0.351 2.217 1.280
N -0.754 1.019 1.247
H -3.781 -0.384 1.851
H -3.407 0.502 0.380
H -2.532 -0.991 0.729
H -1.620 -0.030 2.787
H -2.389 1.514 2.512
H -0.846 3.015 1.830
H 0.549 2.472 0.729
C 1.596 -0.823 -2.133
N 2.819 -0.427 -2.818
C 1.829 -0.732 -0.626
N 0.558 -1.095 0.105
H 1.411 -1.876 -2.361
H 0.689 -0.257 -2.389
H 2.688 -0.592 -3.812
H 2.998 0.560 -2.698
H 2.136 0.264 -0.312
H 2.609 -1.424 -0.321
H 0.750 -1.695 0.904
H 0.013 -0.208 0.479
H -0.051 -1.589 -0.536
*
```

---

iii.
C5H16N3 | wB97M-V/def2-TZVPD

Values from the calculation:
HOMO level = -0.469 hartree
E_LUMO = -3.09 eV
M = 118.2 g mol⁻¹
gap between HOMO and LUMO = 9.686 eV

Structure (ORCA input):
```
! wB97M-V def2-TZVPD RIJCOSX def2/J DEFGRID3
* xyz 1 1
N -0.818 -0.059 1.409
C -1.041 -0.661 -0.141
C -1.881 0.188 -0.996
C -1.417 1.729 -1.127
N 0.038 1.804 -0.965
C 0.534 -0.722 -0.475
N 1.167 -1.663 0.560
C 2.494 -1.218 1.246
H -0.101 0.663 1.466
H -1.730 0.171 1.868
H -0.481 -0.939 1.906
H -1.307 -1.728 -0.161
H -1.756 -0.282 -1.972
H -3.029 0.300 -0.783
H -1.640 2.241 -2.068
H -1.921 2.303 -0.176
H 0.089 2.695 -0.497
H 0.740 1.739 -1.702
H 0.925 0.323 -0.232
H 0.800 -0.815 -1.607
H 1.463 -2.622 0.157
H 3.178 -2.093 1.643
H 3.349 -0.782 0.612
H 2.345 -0.571 2.037
*
```

---

iv.
C5H16N3 | wB97M-V/def2-TZVPD

Values from the calculation:
HOMO level = -0.512 hartree
E_LUMO = -3.28 eV
M = 118.2 g mol⁻¹
gap between HOMO and LUMO = 10.653 eV

Structure (ORCA input):
```
! wB97M-V def2-TZVPD RIJCOSX def2/J DEFGRID3
* xyz 1 1
C -0.229 2.254 -1.213
C -1.897 0.895 0.061
N -0.991 1.809 -0.048
N -2.551 0.499 1.263
N -2.291 -0.028 -0.971
H -0.609 2.173 0.783
H -2.678 1.264 1.807
H -3.067 -0.318 1.456
H -1.956 0.099 -1.990
H -3.207 -0.276 -1.049
H -0.951 2.400 -2.142
H 0.574 1.691 -1.748
H 0.011 3.241 -1.177
C 1.479 -1.027 -0.059
C 0.963 -1.358 1.337
C 2.790 -1.812 -0.200
H 1.610 0.064 -0.105
H 0.829 -1.199 -0.886
H 0.688 -2.392 1.386
H 1.812 -1.341 2.139
H 3.377 -1.725 -1.105
H 0.134 -0.775 1.838
H 2.849 -2.850 -0.009
H 3.311 -1.288 0.633
*
```

---

It is ii that is most stable; the runner-up trails by 1.065 eV.

---

i.
C3H4ClF | wB97M-V/def2-TZVPD

Values from the calculation:
HOMO level = -0.370 hartree
E_LUMO = 0.81 eV
M = 94.5 g mol⁻¹
gap between HOMO and LUMO = 10.877 eV

Structure (ORCA input):
```
! wB97M-V def2-TZVPD RIJCOSX def2/J DEFGRID3
* xyz 0 1
C -0.366 -1.075 0.730
C -0.180 0.349 0.144
C 0.451 0.735 -0.804
H -0.311 -1.553 -0.271
H 0.286 -1.153 1.652
H -1.356 -1.158 1.075
H -0.531 1.298 0.532
F 1.062 0.204 -1.866
Cl 0.945 2.355 -1.191
*
```

---

ii.
C3H4ClF | wB97M-V/def2-TZVPD

Values from the calculation:
HOMO level (alpha / beta) = -0.318 / -0.321 hartree
E_LUMO (alpha / beta) = -0.37 / -0.21 eV
M = 94.5 g mol⁻¹
gap between HOMO and LUMO (alpha / beta) = 8.294 / 8.537 eV

Structure (ORCA input):
```
! wB97M-V def2-TZVPD RIJCOSX def2/J DEFGRID3
* xyz 0 1
C 0.277 -0.235 0.156
C 1.213 0.777 -0.038
C -1.300 -0.044 0.387
F -1.727 -1.334 0.697
Cl -2.379 0.626 -0.770
H 0.176 -0.889 -0.776
H 0.569 -0.997 0.904
H 2.216 0.791 0.298
H 0.956 1.304 -0.858
*
```

---

It is i that is most stable; the runner-up trails by 1.728 eV.

---

i.
C3H4Cl2O | wB97M-V/def2-TZVPD

Values from the calculation:
HOMO level = -0.367 hartree
E_LUMO = 0.66 eV
M = 127.0 g mol⁻¹
gap between HOMO and LUMO = 10.655 eV

Structure (ORCA input):
```
! wB97M-V def2-TZVPD RIJCOSX def2/J DEFGRID3
* xyz 0 1
C 0.065 -0.644 -1.215
C -1.085 -0.449 -0.263
C 0.195 -1.170 0.205
H 1.063 0.999 -1.041
H -0.063 -1.443 -1.938
H -2.009 -1.018 -0.348
H 0.068 -2.233 0.385
O 0.755 0.387 -1.765
Cl -1.369 1.216 0.186
Cl 1.360 -0.382 1.267
*
```

---

ii.
C3H4Cl2O | wB97M-V/def2-TZVPD

Values from the calculation:
HOMO level (alpha / beta) = -0.295 / -0.287 hartree
E_LUMO (alpha / beta) = -0.31 / 0.11 eV
M = 127.0 g mol⁻¹
gap between HOMO and LUMO (alpha / beta) = 7.705 / 7.914 eV

Structure (ORCA input):
```
! wB97M-V def2-TZVPD RIJCOSX def2/J DEFGRID3
* xyz 0 1
C 1.037 1.197 0.917
C -0.886 0.172 -0.057
C -0.252 -0.900 -0.805
O -0.213 1.094 0.573
Cl -2.571 0.467 -0.115
Cl 0.058 -2.432 0.336
H 1.216 2.113 1.627
H 1.755 0.451 0.493
H 0.786 -0.782 -1.397
H -0.929 -1.378 -1.571
*
```

---

It is i that is most stable; the runner-up trails by 2.661 eV.

---

i.
C2H8NPS | wB97M-V/def2-TZVPD

Values from the calculation:
HOMO level = -0.294 hartree
E_LUMO = -0.09 eV
M = 109.1 g mol⁻¹
gap between HOMO and LUMO = 7.917 eV

Structure (ORCA input):
```
! wB97M-V def2-TZVPD RIJCOSX def2/J DEFGRID3
* xyz 0 1
C -1.030 0.640 -1.076
C -0.721 -0.919 1.048
N -0.707 0.381 0.336
P 1.438 1.245 0.565
S 2.307 -0.314 -0.495
H -0.561 -0.123 -1.785
H -2.114 0.638 -1.295
H -0.568 1.585 -1.386
H 0.019 -1.686 0.623
H -0.190 -0.705 2.004
H -1.625 -1.548 1.208
H 1.471 0.442 1.845
H 2.281 0.363 -1.593
*
```

---

ii.
C2H8NPS | wB97M-V/def2-TZVPD

Values from the calculation:
HOMO level = -0.286 hartree
E_LUMO = 0.22 eV
M = 109.1 g mol⁻¹
gap between HOMO and LUMO = 8.012 eV

Structure (ORCA input):
```
! wB97M-V def2-TZVPD RIJCOSX def2/J DEFGRID3
* xyz 0 1
C 0.965 0.178 -1.609
C 0.730 -0.038 0.854
N 0.199 0.467 -0.334
P -3.131 0.510 0.653
S -1.676 -0.208 -0.449
H 1.666 -0.714 -1.503
H 0.188 0.150 -2.359
H 1.502 1.088 -1.938
H 0.813 -1.245 0.749
H 1.733 0.290 1.189
H 0.049 0.161 1.642
H -3.375 1.415 -0.383
H -1.551 -1.304 0.489
*
```

---

It is i that is most stable; the runner-up trails by 1.027 eV.

---

i.
C20H20N8O2 | wB97M-V/def2-TZVPD

Values from the calculation:
HOMO level = -0.285 hartree
E_LUMO = 0.17 eV
M = 404.4 g mol⁻¹
gap between HOMO and LUMO = 7.918 eV

Structure (ORCA input):
```
! wB97M-V def2-TZVPD RIJCOSX def2/J DEFGRID3
* xyz 0 1
O -0.028 -2.806 -1.747
N 4.928 0.222 1.736
N -0.045 0.491 1.188
N 3.189 -0.792 0.417
O -1.469 3.228 3.356
C 0.240 -1.764 -1.213
C 3.766 0.255 1.126
C -0.160 1.582 1.884
C 1.928 -0.599 0.133
C -2.626 3.158 4.093
C -3.119 1.855 4.076
C -2.232 1.104 3.250
C -1.259 1.971 2.784
C 3.979 2.276 2.063
C 3.144 1.552 1.308
C -2.779 0.403 -1.521
C -2.238 -1.398 -3.037
C -3.954 0.653 -2.227
C -3.444 -1.189 -3.695
C -1.904 -0.583 -1.954
C -4.284 -0.108 -3.339
N 1.362 -1.726 -0.425
N -0.704 -0.744 -1.207
N 0.919 2.426 1.648
N 1.151 0.568 0.478
N 5.056 1.424 2.344
C -5.552 0.134 -4.091
C 1.857 1.851 0.703
C 5.947 1.220 4.553
C 6.173 1.819 3.159
H -3.089 3.908 4.716
H -4.006 1.460 4.579
H -2.312 0.075 2.975
H 3.835 3.305 2.342
H -2.572 0.956 -0.628
H -1.651 -2.229 -3.361
H -4.700 1.408 -1.960
H -3.666 -1.819 -4.508
H 2.023 -2.503 -0.530
H -0.475 -0.026 -0.503
H 1.189 3.102 2.316
H -5.618 -0.489 -5.010
H -5.540 1.163 -4.444
H -6.437 -0.083 -3.471
H 1.976 2.444 -0.185
H 5.759 0.133 4.479
H 6.823 1.454 5.223
H 5.069 1.637 5.042
H 7.096 1.501 2.652
H 6.252 2.912 3.222
*
```

---

ii.
C20H20N8O2 | wB97M-V/def2-TZVPD

Values from the calculation:
HOMO level = -0.279 hartree
E_LUMO = -0.46 eV
M = 404.4 g mol⁻¹
gap between HOMO and LUMO = 7.131 eV

Structure (ORCA input):
```
! wB97M-V def2-TZVPD RIJCOSX def2/J DEFGRID3
* xyz 0 1
O -3.614 0.729 4.104
N -0.411 2.055 -3.990
N -0.745 2.755 -4.995
N 1.726 0.904 -0.755
N 2.632 3.094 -5.209
O -1.344 -2.640 -0.579
C -2.538 0.497 3.572
C 1.488 0.462 -1.899
C 3.523 2.679 -4.337
C 1.399 2.809 -4.907
C 3.276 1.801 -3.298
C 0.791 0.202 1.540
C -0.674 -1.610 1.413
C 0.992 1.977 -3.882
C 1.011 0.111 0.102
C -0.594 -1.676 0.051
C 1.900 1.275 -3.136
C 0.326 -0.860 -0.572
C 0.051 -0.790 2.154
N -2.313 1.170 2.374
N 0.369 3.295 -5.462
N 0.688 -0.645 -1.904
N -0.286 -0.580 3.480
C -1.689 -2.293 -1.912
C 0.351 -1.436 -3.162
C 0.734 -0.387 4.589
C -0.667 -2.638 -2.966
C -0.095 -0.476 5.867
C -1.514 -0.856 5.454
C -1.670 -0.730 3.999
H 4.528 2.771 -4.663
H 3.987 1.408 -2.622
H 1.143 1.045 2.154
H -1.428 -2.261 1.861
H -1.456 0.961 1.913
H -2.660 2.174 2.338
H 0.427 3.999 -6.205
H -1.932 -1.200 -1.974
H -2.535 -2.875 -2.051
H 1.207 -1.956 -3.469
H 0.021 -0.739 -3.824
H 1.310 0.570 4.471
H 1.478 -1.247 4.640
H -0.176 -3.589 -2.712
H -1.132 -2.820 -3.872
H 0.052 0.486 6.409
H 0.251 -1.297 6.455
H -2.185 -0.125 5.950
H -1.725 -1.905 5.737
H -2.276 -1.598 3.728
*
```

---

It is i that is most stable; the runner-up trails by 0.962 eV.